{
  "formula": "C4H3NOS2",
  "method": "ωB97M-V/def2-TZVPD",
  "relative_energy_kj_mol": 294.7,
  "total_charge": 0,
  "smiles": "C#CC(=O)N(S)C=S",
  "homo_lumo_gap_ev": 7.764,
  "spin_multiplicity": 1,
  "species": ["S", "S", "O", "N", "C", "C", "C", "C", "H", "H", "H"],
  "xyz": [[-0.89563, 1.11482, -1.04231], [-1.83614, 1.93768, 1.76935], [1.21290, -1.08673, 1.25419], [-0.31185, 0.31432, 0.41110], [0.71656, -0.67832, 0.21742], [1.18977, -1.52098, -2.19021], [-0.78326, 0.68330, 1.56973], [0.95354, -1.16150, -1.04383], [-1.55722, 1.95100, -0.23882], [1.65572, -1.71127, -3.11912], [-0.34440, 0.15769, 2.41249]],
  "forces_ev_per_a": [[0.67, -0.84, -0.44], [0.02, -0.39, 0.70], [0.44, -0.19, -1.27], [0.64, -0.37, -4.02], [-1.38, 0.68, 5.40], [0.00, 1.17, 3.03], [-0.44, 1.09, 1.99], [0.88, -1.37, -5.06], [-0.50, 0.66, 0.21], [-0.22, -0.35, -0.49], [-0.11, -0.10, -0.05]]
}

=====

{
  "formula": "C5H8N2O3",
  "method": "ωB97M-V/def2-TZVPD",
  "relative_energy_kj_mol": 115.1,
  "total_charge": 0,
  "smiles": "O=c1cc[nH]c(=O)[nH]1.CO",
  "homo_lumo_gap_ev": 9.903,
  "spin_multiplicity": 1,
  "species": ["O", "O", "O", "N", "N", "C", "C", "C", "C", "C", "H", "H", "H", "H", "H", "H", "H", "H"],
  "xyz": [[-2.54293, -0.53071, 2.70864], [0.79589, 2.30665, -3.09552], [0.87742, 1.49790, 0.42213], [-0.75384, 0.43550, 1.69761], [0.82563, -0.71224, 0.59090], [-1.48825, -0.68152, 2.08749], [0.34961, 0.53181, 0.89827], [0.13632, -1.90354, 0.77239], [0.75569, 1.25215, -2.22921], [-0.93879, -1.92098, 1.57088], [1.21596, 1.41718, -1.21093], [-0.01048, 2.10500, -3.66658], [-0.26815, 0.99513, -1.87532], [-1.52770, -2.95324, 1.50104], [1.29400, 0.24155, -2.57795], [-0.99273, 1.33961, 2.14557], [0.57460, -2.74095, 0.23013], [1.69777, -0.67930, 0.03047]],
  "forces_ev_per_a": [[1.74, -0.36, -0.66], [-2.02, 0.06, -2.07], [-0.09, 1.47, 2.01], [-0.14, 2.60, 1.14], [1.63, -1.20, -1.34], [-1.84, 0.02, 0.51], [-0.08, -1.88, -0.14], [0.88, 1.29, 0.28], [1.24, -3.52, 2.66], [-1.50, -3.50, -1.25], [0.04, 0.60, -2.28], [1.83, 1.03, 0.64], [0.22, -0.06, -0.68], [1.05, 2.72, 0.85], [-1.18, 1.86, 0.03], [-0.30, -0.97, -0.56], [-0.35, 0.06, 0.35], [-1.11, -0.21, 0.50]]
}

=====

{
  "formula": "C9H9Cl3",
  "method": "ωB97M-V/def2-TZVPD",
  "total_charge": 0,
  "homo_lumo_gap_ev": [7.259, 8.389],
  "spin_multiplicity": 1,
  "species": ["Cl", "Cl", "Cl", "C", "C", "C", "C", "C", "C", "C", "C", "C", "H", "H", "H", "H", "H", "H", "H", "H", "H"],
  "xyz": [[-0.91285, -1.85804, 1.29661], [0.14143, 2.98950, 0.67147], [1.82944, 1.69022, -1.61467], [1.85007, -2.33806, -1.56936], [-1.01658, 1.25964, 2.24289], [1.34415, 0.01592, -1.39357], [-2.12654, 1.48076, -0.04196], [2.07802, -1.03695, -2.03027], [0.15164, -1.61033, 0.00553], [0.32048, -0.29561, -0.42415], [-0.90048, 1.69421, 0.82836], [0.93362, -2.62019, -0.54719], [-2.83709, 2.04381, 0.61268], [-0.57462, 0.26951, 2.36700], [2.91282, -0.77338, -2.72636], [-2.05921, 1.42935, 2.52327], [-2.33212, 0.51492, -0.12479], [0.83448, -3.66634, -0.19688], [-1.85445, 2.08111, -0.99276], [-0.34218, 1.87846, 2.98907], [2.55996, -3.14851, -1.87493]],
  "forces_ev_per_a": [[-0.96, -0.98, 0.80], [0.05, 1.07, -0.60], [-0.07, -0.66, -0.53], [0.83, -0.36, 0.19], [1.94, 1.13, 1.91], [-0.85, -1.78, 1.06], [2.64, 6.97, 0.37], [-0.12, 1.33, 0.81], [1.29, 1.35, -1.56], [1.32, 1.75, -0.52], [0.74, -2.72, -0.47], [-0.02, -0.91, -0.26], [-0.41, -0.39, -1.09], [-0.96, -0.07, 0.08], [-0.95, -0.39, 0.63], [0.07, -0.75, 0.37], [-1.04, -3.96, -0.59], [0.06, 0.80, -0.14], [-1.16, -1.40, 1.19], [-1.41, -0.80, -1.70], [-0.99, 0.77, 0.02]]
}